Record 1
The following is a quantum chemistry calculation of a 2-piece molecular cluster, C3H9NO2 overall in a non-equilibrium geometry, from OMol25.

As for the expectation value of S²: 0.76. The HOMO-LUMO gap (alpha / beta) is 10.304 / 5.778 eV. The LUMO energy (alpha / beta) is -0.1769 / -0.3416 Ha. As for the net charge: +1. The total energy comes out at -8832.4948 eV. Its multiplicity is 2. The HOMO energy (alpha / beta) is -15.1 / -15.1 eV.

Atoms and positions in Å:
O1 -1.76397 -2.00902 -1.92300
O2 -0.35353 1.08332 -1.57083
N1 0.33889 2.12808 0.22479
C1 0.91365 -0.42983 1.53233
C2 0.56483 -0.37704 0.04430
C3 0.30453 1.01989 -0.53004
H1 0.95462 0.47190 2.13013
H2 1.27105 -0.85597 -0.64145
H3 -2.39424 -1.79301 -2.60949
H4 -0.03195 2.98101 -0.16282
H5 1.79875 -1.03500 1.73817
H6 -0.35808 -0.92277 -0.11162
H7 0.16540 -1.07034 2.01098
H8 0.38782 2.04184 1.23414
H9 -1.79777 -1.23307 -1.36559

Forces on atoms 1 to 6 (eV/Å):
O 0.4 0.1 0.2
O 0.2 0.0 -1.8
N 0.4 -0.9 -0.7
C -0.1 -1.5 0.5
C 0.5 0.2 -0.3
C -1.4 0.6 3.1



Record 2
The following is a quantum chemistry calculation of C3H9NO2S as an isolated structure in a non-equilibrium geometry, from OMol25.

The HOMO-LUMO gap is 5.843 eV. The LUMO energy is 0.2219 Ha. As for the net charge: -2. The total energy comes out at -19675.3406 eV. The HOMO energy is 0.2 eV.

Atoms and positions in Å:
S1 -0.36306 -3.20523 -0.91852
O1 -0.39694 2.22963 0.29974
O2 -0.93962 3.75101 2.14578
N1 1.20850 0.61508 -0.29648
C1 0.36589 1.20322 0.78548
C2 0.94334 -0.78544 -0.73732
C3 -0.48712 -1.36799 -0.86775
H1 -0.47749 3.14459 2.74912
H2 1.05972 1.22697 -1.09248
H3 1.40710 -1.37407 0.05205
H4 1.44670 -0.96159 -1.69297
H5 1.13128 1.30249 1.58120
H6 -0.72349 3.11879 1.15103
H7 -0.97517 -1.04327 -1.79141
H8 -0.30656 0.41636 1.19080
H9 -1.11458 -0.91719 -0.08797

Forces on atoms 1 to 6 (eV/Å):
S -0.3 0.1 0.1
O 0.6 0.6 0.2
O 0.3 -0.3 -0.2
N -0.4 -0.2 -1.2
C -0.4 -1.4 -0.6
C -0.2 0.3 0.9